# 1
Below is a molecular structure, C31H57N5O21 in a non-equilibrium geometry, with properties calculated with the ωB97M-V functional and the def2-TZVPD basis.

Output
HOMO-LUMO gap, eV: 8.97
Max |F|, hartree/bohr: 0.2671
E_HOMO, Ha: -0.319
DFT total energy, Ha: -3068.259921
LUMO level, Eh: 0.0101

Atoms and positions in Å:
C: 22.728 23.296 16.262
O: 21.617 22.913 15.515
C: 21.143 21.676 15.455
O: 21.564 20.733 16.071
O: 19.965 21.785 14.780
C: 19.314 20.594 14.388
H: 22.700 22.698 17.173
H: 22.606 24.347 16.522
H: 23.690 23.178 15.765
H: 20.023 19.936 13.887
H: 18.440 20.804 13.771
H: 18.825 20.100 15.228
C: 20.797 28.687 15.936
O: 19.727 29.215 15.254
C: 18.994 30.191 15.840
O: 19.122 30.560 17.001
O: 18.140 30.677 14.950
C: 17.366 31.872 15.272
H: 20.470 28.422 16.941
H: 21.570 29.439 16.096
H: 21.303 27.850 15.454
H: 16.608 32.115 14.527
H: 17.919 32.811 15.241
H: 16.989 31.824 16.294
C: 20.856 26.354 15.996
O: 21.988 26.243 16.804
C: 21.991 25.268 17.796
O: 21.229 24.284 17.852
O: 22.796 25.582 18.750
C: 23.041 24.781 19.882
H: 20.248 27.217 16.267
H: 20.202 25.482 16.029
H: 21.218 26.443 14.972
H: 23.742 25.334 20.507
H: 23.448 23.856 19.473
H: 22.098 24.715 20.424
C: 25.343 25.821 19.897
O: 26.747 25.591 20.018
C: 27.596 26.559 19.694
O: 27.320 27.543 19.048
O: 28.803 26.242 20.222
C: 29.850 27.190 20.147
H: 24.823 24.959 20.315
H: 25.144 25.952 18.833
H: 25.089 26.642 20.568
H: 30.339 27.292 19.178
H: 30.693 26.831 20.738
H: 29.559 28.213 20.386
C: 19.879 19.651 17.965
O: 19.639 20.902 17.303
C: 19.015 21.904 18.024
O: 18.491 21.756 19.183
O: 18.929 23.001 17.269
C: 18.670 24.258 17.877
H: 20.269 18.965 17.214
H: 18.950 19.160 18.256
H: 20.660 19.840 18.702
H: 19.566 24.550 18.425
H: 17.843 24.147 18.578
H: 18.615 25.107 17.196
C: 21.737 22.732 18.990
O: 21.796 21.450 19.489
C: 21.885 21.186 20.819
O: 22.295 21.952 21.662
O: 21.465 19.906 21.052
C: 21.622 19.365 22.375
H: 20.924 23.323 19.412
H: 21.611 22.719 17.908
H: 22.624 23.311 19.248
H: 22.693 19.196 22.489
H: 21.093 18.412 22.405
H: 21.324 20.129 23.092
C: 24.607 25.041 16.755
O: 25.171 23.727 16.625
C: 25.208 22.940 17.701
O: 24.781 23.197 18.819
O: 25.774 21.810 17.278
C: 25.722 20.563 18.032
H: 23.529 25.016 16.598
H: 24.914 25.747 15.984
H: 24.764 25.459 17.750
H: 24.789 20.019 17.885
H: 25.905 20.673 19.101
H: 26.545 19.943 17.676
C: 20.588 25.667 21.851
C: 20.591 27.121 21.896
N: 20.591 28.315 21.878
H: 20.080 25.325 20.949
H: 20.054 25.364 22.751
H: 21.595 25.249 21.814
C: 25.941 25.420 23.464
C: 24.943 25.175 22.366
N: 24.134 24.967 21.580
H: 26.979 25.544 23.155
H: 25.955 24.545 24.113
H: 25.646 26.325 23.996
C: 18.064 27.400 16.370
C: 17.644 27.151 15.025
N: 17.290 26.929 13.987
H: 17.488 26.694 16.968
H: 17.892 28.430 16.683
H: 19.139 27.269 16.493
C: 20.401 28.220 19.474
C: 21.363 28.269 18.415
N: 22.174 28.290 17.605
H: 20.731 28.671 20.409
H: 20.146 27.166 19.583
H: 19.580 28.828 19.092
C: 24.991 25.457 13.619
C: 23.674 25.291 14.228
N: 22.629 25.185 14.736
H: 25.400 26.424 13.915
H: 25.006 25.431 12.529
H: 25.671 24.713 14.034

Cartesian forces, eV/Å:
0.4 -2.2 -0.3
-0.9 0.5 -1.4
-0.9 0.6 1.1
1.1 -0.2 -1.7
0.9 0.0 -0.3
-0.4 -0.7 0.4
1.3 0.1 -0.8
-0.8 -3.1 -1.6
-1.2 -0.6 -0.6
-0.2 -0.1 0.0
0.5 0.6 -0.5
0.6 -0.2 0.3
1.6 4.7 0.2
-2.3 1.4 -2.4
1.2 0.3 1.0
-0.2 -0.5 -1.3
-0.6 0.8 -0.6
0.4 0.5 0.7
-0.6 1.1 -1.7
-0.5 0.7 -0.2
-0.2 2.9 -0.7
-0.2 -1.2 0.0
1.0 -0.4 0.1
-0.3 -0.3 -0.2
-2.2 -3.9 -0.3
0.3 -2.7 1.8
-4.0 0.3 0.4
0.5 7.7 -2.0
-0.1 1.9 -2.2
-2.8 2.6 -2.3
1.6 -3.2 0.2
0.5 -0.7 0.0
-0.7 -0.2 0.3
-4.6 1.5 -4.5
1.9 2.2 2.3
0.7 -0.5 -0.3
2.1 0.9 -2.3
0.9 -0.6 0.8
-0.1 0.6 -0.3
0.5 -0.4 0.5
-0.5 -0.1 -0.1
1.0 0.6 -0.7
4.0 0.1 -2.9
0.1 1.0 1.4
-0.1 0.5 -0.9
-0.6 -0.4 -0.6
-0.5 0.0 0.6
-0.3 -0.2 0.5
0.1 -0.2 -0.4
-2.3 2.1 1.8
-1.9 -1.9 3.1
2.3 0.7 -4.2
0.5 -0.5 -0.7
0.0 0.1 1.8
0.3 0.5 -0.3
0.0 0.5 0.8
-0.7 -0.5 0.3
-0.7 -0.3 0.5
-0.3 0.3 -0.3
-0.7 -1.0 -0.6
-0.6 -1.0 0.7
0.0 -3.6 2.4
0.0 0.0 -0.6
-0.3 -0.3 -0.3
0.0 0.9 -0.9
0.9 0.9 -0.6
-0.3 -1.2 0.7
-0.6 -2.2 1.9
-2.6 -3.0 -1.2
0.0 -0.2 0.4
-0.2 0.4 0.0
-0.3 -0.4 0.2
0.1 1.2 0.9
1.4 1.1 0.5
-0.2 -0.4 0.4
1.8 -1.2 -2.1
-0.1 -0.7 0.4
0.3 0.1 0.3
2.9 0.7 0.3
1.0 -0.5 0.4
0.2 -0.6 -1.4
-0.1 0.4 -0.2
-0.2 0.6 0.0
-0.1 0.3 -0.4
-0.3 0.3 0.3
0.4 4.9 0.8
0.0 -5.7 2.9
-0.3 -0.1 0.1
0.0 -0.5 -0.1
-0.2 0.3 0.7
-0.5 -0.1 -0.7
1.4 0.2 2.9
2.2 -3.4 13.1
-0.2 0.1 -0.6
-0.4 0.1 0.1
-0.1 -0.2 0.1
-0.7 0.3 1.0
1.2 0.9 2.8
-1.3 -0.8 -3.8
0.1 0.3 0.4
-0.6 -0.3 0.0
-2.2 -0.4 0.3
-0.5 0.5 -2.5
2.6 0.4 1.5
2.1 0.9 3.2
0.3 0.2 -1.6
-0.4 0.2 0.3
-0.6 -0.2 0.2
0.4 0.2 0.2
-2.2 0.1 -0.2
3.1 0.2 -3.6
-0.1 0.1 0.0
-0.3 -0.2 0.1
0.0 -0.2 -0.2

***

# 2
Below is a molecular structure, C31H58Br2NO6Si4Yb in a non-equilibrium geometry, with properties calculated with the ωB97M-V functional and the def2-TZVPD basis.

Output
HOMO-LUMO gap (spin up / spin down), eV: 7.16 / 6.96
Max |F|, hartree/bohr: 0.0620
⟨S²⟩: 0.75
E_HOMO (spin up / spin down), Ha: -0.287 / -0.287
Spin multiplicity: 2
DFT total energy, Ha: -9187.343592
LUMO level (spin up / spin down), Eh: -0.0237 / -0.0312

Atoms and positions in Å:
Yb: 9.772 -14.893 8.264
C: 12.563 -14.292 9.584
O: 11.198 -14.432 9.952
Si: 10.565 -15.217 11.354
C: 11.950 -15.858 12.527
C: 9.835 -13.844 12.357
C: 9.490 -16.479 10.745
Si: 7.847 -16.641 11.462
C: 7.796 -16.927 13.350
C: 6.700 -18.022 10.751
C: 6.756 -15.120 11.038
Si: 10.097 -17.978 9.964
C: 11.986 -18.291 9.715
C: 9.604 -17.937 8.114
C: 9.671 -19.588 10.853
H: 12.981 -13.414 10.051
H: 12.635 -14.149 8.512
H: 13.124 -15.151 9.900
H: 12.321 -14.998 13.065
H: 12.817 -16.282 11.969
H: 11.601 -16.554 13.309
H: 10.633 -13.277 12.806
H: 9.150 -14.164 13.149
H: 9.247 -13.196 11.692
H: 7.960 -17.993 13.539
H: 6.828 -16.743 13.840
H: 8.537 -16.350 13.867
H: 6.821 -18.954 11.343
H: 6.940 -18.178 9.698
H: 5.664 -17.716 10.845
H: 5.986 -14.967 11.794
H: 6.280 -15.349 10.128
H: 7.323 -14.196 10.897
H: 12.382 -17.526 9.065
H: 12.205 -19.262 9.233
H: 12.561 -18.282 10.632
H: 8.723 -17.203 7.961
H: 9.205 -18.928 7.714
H: 10.425 -17.660 7.465
H: 10.492 -19.724 11.558
H: 9.670 -20.402 10.112
H: 8.668 -19.574 11.291
Br: 8.890 -9.602 8.729
C: 7.800 -10.817 7.848
C: 6.682 -10.293 7.167
C: 5.829 -11.188 6.546
Br: 4.434 -10.383 5.579
C: 6.009 -12.606 6.631
C: 5.019 -13.554 6.194
C: 5.321 -14.890 6.201
C: 6.570 -15.275 6.749
N: 7.478 -14.439 7.209
C: 7.212 -13.108 7.196
C: 8.122 -12.208 7.857
O: 9.137 -12.732 8.431
H: 6.410 -9.237 7.216
H: 4.049 -13.220 5.863
H: 4.651 -15.681 5.842
H: 6.821 -16.331 6.698
C: 9.418 -15.235 3.543
C: 10.055 -13.904 3.197
C: 10.999 -13.927 2.009
C: 9.087 -12.743 3.067
O: 10.900 -13.484 4.327
Si: 11.872 -14.362 5.298
O: 11.083 -14.812 6.585
O: 12.379 -15.651 4.407
C: 13.654 -16.361 4.394
C: 14.647 -15.438 3.672
C: 14.047 -16.637 5.817
C: 13.282 -17.604 3.591
O: 13.254 -13.495 5.653
C: 13.662 -12.118 5.739
C: 13.460 -11.494 4.376
C: 15.134 -12.130 6.179
C: 12.802 -11.488 6.821
H: 8.624 -15.558 2.848
H: 9.041 -15.262 4.552
H: 10.185 -16.027 3.481
H: 10.439 -13.965 1.076
H: 11.593 -14.848 1.985
H: 11.669 -13.053 2.007
H: 8.419 -12.908 2.194
H: 9.679 -11.862 2.910
H: 8.405 -12.633 3.912
H: 14.819 -14.569 4.317
H: 14.206 -15.087 2.734
H: 15.579 -15.965 3.454
H: 14.300 -15.735 6.392
H: 14.963 -17.254 5.845
H: 13.319 -17.212 6.382
H: 12.798 -17.327 2.648
H: 12.632 -18.238 4.169
H: 14.170 -18.194 3.312
H: 14.160 -11.931 3.658
H: 13.652 -10.415 4.472
H: 12.453 -11.723 4.005
H: 15.805 -12.569 5.400
H: 15.247 -12.707 7.087
H: 15.429 -11.084 6.323
H: 11.741 -11.838 6.830
H: 12.765 -10.402 6.862
H: 13.145 -11.793 7.797

Cartesian forces, eV/Å:
-0.2 1.2 -0.6
0.3 0.6 0.1
-0.2 -0.4 -0.4
0.6 -0.8 2.0
0.4 0.1 -1.1
-1.0 0.2 -0.6
0.1 0.5 -1.4
-2.1 0.4 0.5
-0.6 -0.6 -0.4
1.0 -0.1 0.8
1.2 0.1 1.3
1.3 -1.2 -0.3
-0.5 0.1 0.1
-2.2 -0.4 -0.4
-0.6 0.2 -0.9
0.1 0.3 0.3
0.0 -0.1 -0.3
0.3 -0.5 0.0
0.3 0.4 0.2
-0.5 0.0 0.5
-0.1 0.1 -0.6
0.3 0.4 0.2
0.2 -0.1 -0.1
0.2 0.1 0.2
0.4 0.1 0.0
0.1 0.3 -0.4
0.5 0.2 0.4
-0.2 0.4 -0.6
-0.1 -0.3 -0.1
-0.2 0.2 0.0
0.0 0.1 0.0
-0.7 -0.2 -1.4
-0.1 0.0 0.1
0.4 0.4 -0.3
-0.4 0.3 0.1
0.1 0.1 0.3
0.9 -0.9 0.0
0.5 1.2 0.4
0.3 0.2 -0.3
-0.3 -0.2 0.2
0.2 0.1 0.3
0.5 -0.2 0.3
0.6 0.2 0.4
-0.1 -1.3 -0.4
-0.3 -1.4 0.2
0.5 0.2 0.6
-0.6 -0.2 -0.2
-0.7 0.2 -0.5
0.8 0.1 0.0
0.4 0.0 0.6
-0.1 -0.2 -0.9
0.4 -0.6 0.5
-1.1 1.1 -0.1
-0.9 1.0 -0.6
1.4 -1.2 0.6
0.4 -0.3 -0.2
0.0 0.2 -0.2
0.2 0.6 0.2
0.2 0.1 0.3
0.3 -1.1 -1.0
0.9 0.9 1.3
0.0 -0.7 -0.7
-1.1 -0.9 -0.8
-0.4 -0.1 -0.1
1.5 0.6 -1.4
-1.6 -0.7 2.7
0.1 0.2 0.4
-1.4 1.0 -0.6
-0.1 -0.3 0.3
1.4 -0.6 0.7
1.2 -0.1 -0.4
-0.4 -0.7 0.1
-0.5 -1.0 0.2
0.2 0.3 -0.1
0.0 0.3 -1.1
-1.2 0.0 0.6
0.1 0.4 0.2
-0.3 0.3 0.4
-0.2 0.3 0.1
-0.1 0.3 -0.2
0.1 0.3 0.3
-0.3 -0.3 0.0
0.5 0.2 0.2
0.0 0.6 0.0
0.4 0.0 0.3
0.2 -0.2 -0.3
0.0 -0.1 0.1
0.0 0.1 0.1
-0.3 0.0 -0.4
-0.2 0.2 -0.1
-0.4 0.0 -0.1
0.0 0.1 0.3
-0.4 -0.2 0.2
-0.1 0.1 0.2
0.1 0.1 0.1
-0.2 -0.2 -0.4
0.2 0.4 0.2
-0.6 0.3 0.5
0.0 0.0 0.3
0.2 -0.2 0.2
0.7 0.2 -0.6
0.2 0.2 -0.4
0.4 -0.2 0.4